C23H29N4P2SbSe4Ti | ωB97M-V/def2-TZVPD

Positions of all 64 atoms, in Å:
Ti (0.62461, -0.38669, 0.06103)
C (4.85187, 2.26835, 2.78382)
C (3.73862, 2.97023, 2.34851)
C (2.89661, 2.42165, 1.39077)
C (3.14780, 1.16014, 0.85996)
C (4.29694, 0.47643, 1.27408)
C (5.13066, 1.02302, 2.23436)
N (2.28486, 0.58132, -0.10442)
C (2.88228, 0.32276, -1.35228)
C (3.88805, 1.07615, -1.94609)
C (4.37416, 0.70127, -3.19071)
C (3.86228, -0.40809, -3.85162)
C (2.84592, -1.15973, -3.28266)
C (2.36166, -0.79314, -2.03540)
N (1.33647, -1.39256, -1.31346)
N (0.86617, -2.61116, -1.65588)
C (-0.27052, -2.86633, -1.03698)
C (-0.87725, -4.15281, -1.16053)
C (-2.06961, -4.38559, -0.55786)
C (-2.70690, -3.33917, 0.16094)
C (-2.07686, -2.13877, 0.26649)
N (-0.85394, -1.87646, -0.26772)
H (5.50986, 2.69546, 3.52940)
H (3.52777, 3.95581, 2.74527)
H (2.06139, 2.98359, 0.99732)
H (4.53438, -0.47877, 0.82048)
H (6.00707, 0.47437, 2.55672)
H (4.27375, 1.94914, -1.43501)
H (5.15544, 1.28814, -3.65613)
H (4.24705, -0.68499, -4.82423)
H (2.41451, -2.01699, -3.78113)
H (-0.35539, -4.89259, -1.75019)
H (-2.54300, -5.35593, -0.63567)
H (-3.67843, -3.48487, 0.61031)
H (-2.55546, -1.31771, 0.78519)
C (-1.93781, 0.75570, 2.70149)
P (-0.29010, 1.27821, 2.07000)
C (-0.50621, 3.08262, 2.32727)
C (0.74125, 0.83132, 3.55357)
C (0.62687, -0.66363, 3.87118)
P (0.51004, -1.66371, 2.31690)
C (2.20528, -2.33809, 2.10655)
C (-0.36162, -3.15289, 2.92469)
H (-2.04464, -0.32936, 2.70492)
H (-2.69841, 1.17155, 2.04412)
H (-2.08314, 1.13500, 3.71506)
H (-0.83744, 3.25808, 3.35193)
H (-1.26816, 3.45098, 1.63992)
H (0.41328, 3.63238, 2.14542)
H (0.42054, 1.43919, 4.40268)
H (1.77458, 1.09623, 3.33038)
H (-0.28984, -0.85675, 4.43245)
H (1.46539, -1.01537, 4.47402)
H (2.49949, -2.95328, 2.95805)
H (2.91279, -1.51762, 1.98891)
H (2.23082, -2.94561, 1.19825)
H (0.15551, -3.53782, 3.80298)
H (-0.37950, -3.91199, 2.14144)
H (-1.39096, -2.90823, 3.18604)
Se (-2.75680, 3.96941, -3.91360)
Sb (-2.24402, 3.79845, -1.60425)
Se (-0.35113, 0.96947, -1.70960)
Se (0.38714, 3.11084, -1.34513)
Se (-2.52888, 1.12498, -0.98889)

Its net charge is 0. For the lowest unoccupied orbital energy (spin up / spin down), the calculation gives -0.0199 / -0.0201 hartree. The energy above the lowest of the compared OMol25 structures with the same formula, charge and spin comes out at 86.09 kJ/mol. The energy is -12491.113163 hartree. Its largest force on an atom is 2.67 eV Å⁻¹. The gap between HOMO and LUMO (spin up / spin down) is 0.237 / 0.237 hartree.



C23H29N5ReSSi | ωB97M-V/def2-TZVPD

Positions of all 60 atoms, in Å:
Re (0.26998, 0.38185, -0.62444)
C (2.85562, 0.37337, 4.43712)
C (3.00707, 1.69333, 4.02461)
C (2.52261, 2.10692, 2.79887)
C (1.88019, 1.17859, 1.97983)
C (1.71093, -0.13879, 2.38937)
C (2.20645, -0.53927, 3.62195)
N (1.35954, 1.58144, 0.70255)
N (1.58934, 2.76575, 0.36945)
C (0.98686, 3.13212, -0.83829)
C (1.17341, 4.41372, -1.31910)
C (0.51578, 4.77923, -2.48998)
C (-0.30649, 3.87771, -3.15366)
C (-0.47987, 2.58625, -2.66655)
C (0.16926, 2.18602, -1.49550)
H (3.24298, 0.06163, 5.39766)
H (3.50694, 2.40608, 4.66601)
H (2.63879, 3.13061, 2.47789)
H (1.19105, -0.85632, 1.77116)
H (2.08119, -1.56451, 3.94295)
H (1.81282, 5.10508, -0.78702)
H (0.64296, 5.77830, -2.88453)
H (-0.81632, 4.18371, -4.05731)
H (-1.13231, 1.91031, -3.20676)
C (1.68609, -4.35027, -2.88880)
N (1.80724, -3.27439, -1.90765)
C (1.91565, -2.00327, -2.20507)
N (1.88630, -1.58325, -3.45870)
S (2.20650, -0.85619, -0.88466)
H (1.75798, -5.30025, -2.36932)
H (2.50187, -4.29840, -3.61088)
H (0.72416, -4.29546, -3.39954)
H (1.82333, -3.50932, -0.92658)
H (1.81286, -2.22324, -4.23607)
H (2.11357, -0.62290, -3.66157)
C (-1.83342, -0.62706, 3.33956)
Si (-2.13644, 0.48408, 1.88563)
C (-1.50861, 2.20706, 2.15926)
C (-3.89673, 0.43390, 1.30806)
N (-1.21881, -0.13360, 0.41827)
C (-1.57463, -1.24236, -0.37504)
C (-1.46778, -1.02668, -1.76445)
C (-1.57577, -2.08539, -2.67502)
C (-1.87074, -3.34753, -2.20889)
C (-2.05611, -3.55236, -0.83372)
C (-1.89928, -2.52866, 0.07422)
H (-2.36101, -0.20762, 4.20128)
H (-0.77715, -0.68345, 3.60323)
H (-2.21655, -1.63879, 3.19886)
H (-2.20212, 2.72906, 2.82333)
H (-1.46456, 2.77769, 1.22820)
H (-0.52837, 2.22713, 2.63778)
H (-4.54981, 0.79520, 2.10617)
H (-4.22535, -0.57527, 1.05208)
H (-4.05240, 1.07562, 0.43855)
H (-1.53512, -0.00433, -2.14528)
H (-1.51634, -1.88714, -3.73778)
H (-2.02442, -4.16599, -2.89989)
H (-2.34051, -4.53346, -0.47575)
H (-2.03231, -2.70622, 1.13388)

Its multiplicity is 2. Its net charge is +2. For the lowest unoccupied orbital energy (spin up / spin down), the calculation gives -0.2798 / -0.2750 hartree. The energy above the lowest of the compared OMol25 structures with the same formula, charge and spin comes out at 0.00 kJ/mol. As for the expectation value of S²: 0.758. The energy is -1933.086422 hartree. Its largest force on an atom is 0.78 eV Å⁻¹. The gap between HOMO and LUMO (spin up / spin down) is 0.246 / 0.250 hartree.



C23H29N5S3SbTc | ωB97M-V/def2-TZVPD

Positions of all 62 atoms, in Å:
Tc (0.19002, -0.32562, -0.64365)
C (-1.46838, -1.17582, 1.87605)
C (-2.54018, -0.24282, 1.30715)
C (-2.86598, -0.52152, -0.13315)
C (-4.19678, -0.72312, -0.46635)
C (-4.57498, -0.94742, -1.77925)
C (-3.55708, -0.99052, -2.72185)
C (-2.25518, -0.79662, -2.32015)
N (-1.86948, -0.53532, -1.05135)
N (-0.11088, -0.72212, 1.58175)
C (0.82722, -1.83352, 1.76125)
C (0.77052, -2.81032, 0.60455)
C (1.20192, -4.11352, 0.76185)
C (1.22532, -4.96682, -0.33285)
C (0.76392, -4.48872, -1.54925)
C (0.33292, -3.18212, -1.62735)
N (0.35242, -2.34152, -0.58875)
C (0.21022, 0.43158, 2.44415)
C (1.47152, 1.11068, 2.00595)
C (2.57982, 1.13678, 2.78205)
C (3.80802, 1.64548, 2.25045)
C (3.90422, 1.81738, 0.92485)
C (2.74152, 1.49858, 0.08085)
N (1.49842, 1.69798, 0.75035)
H (-1.59978, -2.16902, 1.43465)
H (-1.59938, -1.27332, 2.96725)
H (-2.22308, 0.79888, 1.38215)
H (-3.44828, -0.35102, 1.90155)
H (-4.94668, -0.67922, 0.30985)
H (-5.61078, -1.07552, -2.05125)
H (-3.77388, -1.15742, -3.76425)
H (-1.46358, -0.81392, -3.05705)
H (0.65082, -2.36202, 2.71195)
H (1.84262, -1.41832, 1.80635)
H (1.54172, -4.44482, 1.73105)
H (1.60872, -5.96852, -0.23625)
H (0.77582, -5.09632, -2.43685)
H (-0.01538, -2.76202, -2.56075)
H (0.29772, 0.11908, 3.49475)
H (-0.61688, 1.13878, 2.37545)
H (2.55492, 0.74618, 3.78625)
H (4.63972, 1.82278, 2.90965)
H (4.82172, 2.09108, 0.43015)
H (2.74982, 2.00248, -0.88135)
S (3.25212, -2.64472, -3.28575)
Sb (3.16282, -0.39792, -2.91285)
S (2.73852, -0.38102, -0.37095)
S (0.72142, 0.03578, -2.92835)
C (-1.39668, 2.63488, -1.33845)
C (-0.14738, 2.88928, -0.49265)
C (0.85852, 3.68558, -1.34555)
C (-0.52128, 3.71218, 0.75225)
N (0.37622, 1.59238, -0.08715)
H (-1.80528, 3.57148, -1.70535)
H (-2.16318, 2.12948, -0.75505)
H (-1.13558, 2.01228, -2.19125)
H (0.37952, 4.57658, -1.74085)
H (1.18142, 3.08078, -2.18985)
H (1.72162, 3.98998, -0.75785)
H (-0.85358, 4.70478, 0.46275)
H (0.33542, 3.80768, 1.41595)
H (-1.32948, 3.23148, 1.30045)

Its net charge is 0. For the lowest unoccupied orbital energy (spin up / spin down), the calculation gives -0.0090 / -0.0146 hartree. The energy is -2683.261771 hartree. Its largest force on an atom is 3.84 eV Å⁻¹. The gap between HOMO and LUMO (spin up / spin down) is 0.234 / 0.228 hartree.